# 1
C3H14N5 | ωB97M-V/def2-TZVPD

Bonds (Å) are listed after each position.
Atoms and positions in Å:
1 N -0.0549 -0.9467 -2.1615  C2 1.416, H5 1.010, H6 1.011
2 C 1.2927 -0.6294 -2.4602  N1 1.416, N3 1.384, N4 1.274
3 N 1.4514 0.3968 -3.3748  C2 1.384, H7 1.010, H8 1.010
4 N 2.3093 -1.1913 -1.9357  C2 1.274, H9 1.018
5 H -0.0614 -1.2628 -1.2027  N1 1.010
6 H -0.6497 -0.1349 -2.2606  N1 1.011
7 H 0.7587 1.1313 -3.3472  N3 1.010
8 H 2.3787 0.7980 -3.3552  N3 1.010
9 H 2.0357 -2.0585 -1.4768  N4 1.018
10 C -0.0584 0.2345 1.0689  N11 1.445, C12 1.533, H14 1.106, H15 1.086
11 N 1.0178 -0.6667 1.4125  C10 1.445, H16 1.014, H17 1.018
12 C -0.8568 0.5634 2.3360  C10 1.533, N13 1.512, H18 1.088, H19 1.086
13 N -2.2739 0.9521 1.9786  C12 1.512, H20 1.022, H21 1.023, H22 1.022
14 H -0.8030 -0.2254 0.3926  C10 1.106
15 H 0.3276 1.1343 0.5981  C10 1.086
16 H 0.6666 -1.5957 1.6153  N11 1.014
17 H 1.6856 -0.7455 0.6487  N11 1.018
18 H -0.4357 1.3958 2.8959  C12 1.088
19 H -0.8887 -0.2830 3.0153  C12 1.086
20 H -2.7533 1.4786 2.7115  N13 1.022
21 H -2.2626 1.5363 1.1385  N13 1.023
22 H -2.8257 0.1189 1.7628  N13 1.022

The charge is +1. Its energy above the lowest of the compared OMol25 structures with the same formula, charge and spin is 186.6 kJ/mol. The value obtained for the orbital gap is 7.85 eV.

natural (NBO) population analysis, charges in e, atoms 1 to 6:
1 N -0.82
2 C 0.57
3 N -0.81
4 N -0.77
5 H 0.36
6 H 0.36

# 2
C3H14NO2 | ωB97M-V/def2-TZVPD

Bonds (Å) are listed after each position.
Atoms and positions in Å:
1 C -2.9907 -0.4848 -0.7538  C2 1.565, H5 1.108, H6 1.086, H7 1.095
2 C -1.5539 0.1358 -0.7788  C1 1.565, C3 1.514, N4 1.509, H8 1.080
3 C -1.4155 1.5741 -0.3259  C2 1.514, H9 1.079, H10 1.080, H11 1.097
4 N -0.7865 -0.6644 0.2442  C2 1.509, H12 1.035, H13 1.026, H14 1.068
5 H -2.8417 -1.5465 -0.4730  C1 1.108
6 H -3.4503 -0.1010 0.1525  C1 1.086
7 H -3.4650 -0.3731 -1.7339  C1 1.095
8 H -1.2319 -0.1567 -1.7675  C2 1.080
9 H -1.9576 1.7707 0.5865  C3 1.079
10 H -1.6586 2.2703 -1.1145  C3 1.080
11 H -0.3588 1.8093 -0.1470  C3 1.097
12 H -1.3031 -0.5301 1.1309  N4 1.035
13 H -0.7783 -1.6855 0.1488  N4 1.026
14 H 0.2210 -0.3968 0.4753  N4 1.068
15 H 4.7151 -0.2597 0.4188  O17 0.962
16 H 4.1468 0.5131 -0.8048  O17 0.959
17 O 4.0037 0.3157 0.1228  H15 0.962, H16 0.959
18 H 1.6944 -0.5264 2.0414  O20 0.968
19 H 2.4560 -0.2117 0.7478  O20 0.996
20 O 1.6778 -0.7285 1.0947  H18 0.968, H19 0.996

The charge is +1. Its energy above the lowest of the compared OMol25 structures with the same formula, charge and spin is 55.0 kJ/mol. The value obtained for the orbital gap is 12.60 eV.

natural (NBO) population analysis, charges in e, atoms 1 to 6:
1 C -0.61
2 C -0.04
3 C -0.64
4 N -0.71
5 H 0.20
6 H 0.22

# 3
C3H14NO2 | ωB97M-V/def2-TZVPD

Bonds (Å) are listed after each position.
Atoms and positions in Å:
1 C -1.2136 -1.2656 1.9208  C2 1.517, H5 1.105, H6 1.073, H7 1.025
2 C -1.1706 0.0128 1.1045  C1 1.517, N3 1.601, H8 1.076, H9 1.064
3 N -0.1615 -0.3798 -0.0754  C2 1.601, C4 1.433, H10 1.016, H11 1.005
4 C 1.0625 -0.8622 0.4931  N3 1.433, H12 1.211, H13 1.180, H14 1.223
5 H -2.2686 -1.3553 2.2359  C1 1.105
6 H -1.0904 -2.1296 1.2973  C1 1.073
7 H -0.6571 -1.3126 2.7806  C1 1.025
8 H -2.1422 0.1133 0.6531  C2 1.076
9 H -0.7470 0.9262 1.4497  C2 1.064
10 H -0.0583 0.5073 -0.5588  N3 1.016
11 H -0.6832 -1.0276 -0.6397  N3 1.005
12 H 1.6151 -0.0472 1.1971  C4 1.211
13 H 2.0438 -1.1781 -0.0809  C4 1.180
14 H 1.0459 -1.7964 1.2822  C4 1.223
15 H 0.5036 -0.7540 -2.7646  O17 0.961
16 H 0.8205 0.7523 -2.6130  O17 0.915
17 O 0.5751 -0.0066 -2.1650  H15 0.961, H16 0.915
18 H 0.4284 2.5600 -1.5939  O20 0.992
19 H 1.3642 2.4760 -0.5282  O20 0.883
20 O 0.5357 2.2084 -0.6724  H18 0.992, H19 0.883

The charge is +1. Its energy above the lowest of the compared OMol25 structures with the same formula, charge and spin is 294.8 kJ/mol. The value obtained for the orbital gap is 12.75 eV.

natural (NBO) population analysis, charges in e, atoms 1 to 6:
1 C -0.64
2 C -0.19
3 N -0.55
4 C -0.52
5 H 0.24
6 H 0.21